The molecule C6H14O, computed with wB97M-V/def2-TZVPD.

## Properties
SMILES = CC(C)C[C@@H](C)O
LUMO energy = 0.967 eV
Molar mass = 102.177 u
Orbital gap = 11.1731 eV
HOMO energy = -0.3751 hartree

```
! RIJCOSX wB97M-V def2-TZVPD def2/J DEFGRID3
* xyz 0 1
C -1.94 -0.40 -1.26
C -1.11 -0.36 0.02
C -1.95 0.09 1.21
C 0.15 0.53 -0.12
C 1.47 -0.24 -0.17
C 2.66 0.71 -0.05
O 1.46 -1.15 0.92
H -2.83 -1.02 -1.13
H -1.37 -0.82 -2.10
H -2.27 0.61 -1.55
H -0.76 -1.38 0.23
H -2.81 -0.57 1.36
H -2.33 1.11 1.05
H -1.35 0.09 2.12
H 0.20 1.22 0.74
H 0.08 1.16 -1.02
H 1.52 -0.79 -1.12
H 2.65 1.17 0.94
H 2.62 1.50 -0.81
H 3.61 0.17 -0.17
H 2.31 -1.61 0.92
*
```